Molecular formula: C31H66N3O11P2
Method: DFT, ωB97M-V with the def2-TZVPD basis set

Structure (ORCA input):
```
! RIJCOSX wB97M-V def2-TZVPD def2/J DEFGRID3
* xyz 1 1
C 9.95 -3.67 -0.87
C 9.02 -3.10 0.22
O 8.13 -2.16 -0.38
C 8.69 -0.86 -0.44
C 7.69 0.13 -1.05
C 6.71 0.69 0.03
C 5.21 0.51 -0.36
C 4.43 0.00 0.90
C 3.07 0.60 1.11
C 2.66 1.22 2.23
N 1.33 1.64 2.09
C 0.99 1.25 0.86
C -0.42 1.52 0.35
O -1.13 0.31 0.49
C -2.47 0.47 1.00
N 1.98 0.66 0.23
C 1.98 0.12 -1.15
C 1.06 -1.16 -1.22
C -0.12 -0.90 -2.19
C -1.41 -1.74 -1.92
N -1.35 -2.58 -0.72
C -0.67 -3.89 -1.02
C -2.62 -2.86 -0.18
C -2.67 -3.71 1.10
O -3.68 -2.50 -0.67
H 10.83 -4.18 -0.47
H 10.31 -2.88 -1.54
H 9.35 -4.38 -1.46
H 8.43 -3.94 0.61
H 9.58 -2.65 1.06
H 9.63 -0.87 -1.02
H 8.97 -0.55 0.59
H 7.14 -0.34 -1.88
H 8.28 0.95 -1.50
H 6.94 0.12 0.95
H 6.93 1.74 0.27
H 5.21 -0.30 -1.10
H 4.76 1.44 -0.74
H 5.01 0.07 1.83
H 4.27 -1.09 0.75
H 3.23 1.39 3.13
H 0.74 2.11 2.76
H -0.85 2.37 0.89
H -0.40 1.77 -0.73
H -2.63 -0.36 1.70
H -2.62 1.39 1.57
H -3.17 0.34 0.17
H 1.55 0.91 -1.78
H 3.00 -0.06 -1.50
H 1.69 -1.96 -1.62
H 0.75 -1.38 -0.20
H 0.22 -1.11 -3.22
H -0.41 0.16 -2.19
H -2.27 -1.07 -1.95
H -1.54 -2.42 -2.78
H -1.43 -4.62 -1.34
H -0.14 -4.20 -0.11
H 0.06 -3.68 -1.80
H -1.70 -4.13 1.38
H -3.10 -3.16 1.94
H -3.36 -4.55 0.88
O -9.43 -5.73 -2.26
P -8.24 -5.32 -3.05
O -7.84 -3.87 -2.40
C -7.24 -3.83 -1.11
C -5.78 -4.26 -1.15
O -9.00 -4.80 -4.42
C -10.31 -5.27 -4.74
C -11.37 -4.28 -4.29
O -6.82 -5.40 -3.89
C -6.68 -6.38 -4.94
C -7.03 -5.81 -6.30
H -7.81 -4.45 -0.41
H -7.30 -2.80 -0.76
H -5.69 -5.32 -1.39
H -5.31 -4.09 -0.18
H -5.24 -3.70 -1.91
H -10.49 -6.26 -4.32
H -10.36 -5.37 -5.83
H -11.23 -3.99 -3.25
H -12.37 -4.70 -4.41
H -11.31 -3.36 -4.89
H -7.26 -7.28 -4.72
H -5.62 -6.67 -4.94
H -8.09 -5.94 -6.51
H -6.49 -6.33 -7.09
H -6.81 -4.74 -6.35
O 0.19 6.28 4.30
P 1.33 7.12 3.83
O 2.12 6.10 2.80
C 1.55 5.82 1.53
C 1.70 6.98 0.57
O 2.31 6.98 5.14
C 1.77 6.65 6.43
C 1.90 5.16 6.71
O 2.20 8.41 3.31
C 2.17 9.64 4.09
C 3.31 9.71 5.08
H 0.49 5.55 1.65
H 2.07 4.95 1.14
H 1.10 7.84 0.88
H 1.38 6.69 -0.44
H 2.74 7.31 0.52
H 0.73 6.98 6.51
H 2.34 7.21 7.17
H 1.52 4.56 5.88
H 1.36 4.89 7.62
H 2.95 4.90 6.84
H 1.20 9.76 4.58
H 2.27 10.45 3.36
H 3.03 9.27 6.04
H 3.57 10.75 5.29
H 4.19 9.18 4.72
*
```

Output
LUMO: -2.26 eV
HOMO-LUMO gap: 0.3297 Ha
F_max: 7.45 eV/Å